Below is C26H33As2NReS5 as an isolated structure, with properties calculated with wB97M-V/def2-TZVPD.

HOMO level: -0.6186 hartree
orbital gap: 0.19180 Eh
total charge: +3

Geometry as XYZ:
```
68
Properties=species:S:1:pos:R:3:lowdin_charge:R:1
Re 1.0612 0.2952 2.5723 0.64
S 2.0064 -2.3122 -0.1737 0.37
As 2.3379 -2.6425 2.0469 -0.09
S 3.0927 -0.4780 2.5418 0.28
S 0.3175 -1.6831 2.9100 0.36
S 3.2345 -4.3642 2.4621 0.28
C 0.8107 1.6639 -6.1019 -0.01
C 0.6727 1.0895 -4.7265 -0.20
C -0.5635 0.6790 -4.2350 0.02
C -0.7181 0.1217 -2.9769 -0.25
C -2.1122 -0.2486 -2.5368 -0.02
C 0.4495 -0.0253 -2.1890 -0.27
As 0.2968 -0.8962 -0.5190 1.16
N 0.6410 0.4540 0.7703 -0.41
C 0.8582 1.8719 0.6353 -0.39
C -0.2000 2.7440 0.3219 -0.01
C 0.0301 4.1008 0.3064 -0.01
C 1.2949 4.6098 0.6335 -0.01
C 2.3367 3.7553 0.9402 -0.04
C 2.1368 2.3750 0.9211 -0.10
C -1.2631 -1.9002 -0.0361 -0.33
C -2.2472 -1.4874 0.8778 -0.31
C -2.4011 -0.1120 1.4747 -0.07
C -3.2296 -2.4089 1.2170 0.01
C -3.2917 -3.6818 0.6631 -0.21
C -4.3718 -4.6485 1.0408 -0.01
C -2.3440 -4.0191 -0.3022 0.03
C -1.3259 -3.1607 -0.6737 -0.28
C -0.4139 -3.6036 -1.7940 -0.08
C 1.7169 0.4150 -2.6349 -0.25
C 2.9969 0.3148 -1.8478 -0.07
C 1.7883 0.9676 -3.8990 0.02
H -0.1493 1.7516 -6.6042 0.09
H 1.4602 1.0296 -6.7083 0.11
H 1.2772 2.6491 -6.0626 0.10
H -1.4435 0.8067 -4.8537 0.14
H -2.8367 0.1934 -3.2166 0.10
H -2.3459 0.1149 -1.5343 0.07
H -2.2743 -1.3274 -2.5484 0.09
H -1.1717 2.3487 0.0595 0.12
H -0.7705 4.7777 0.0388 0.13
H 1.4590 5.6795 0.6209 0.13
H 3.3237 4.1471 1.1485 0.13
H 2.9807 1.7065 1.0372 0.06
H -1.6713 0.6134 1.1330 0.01
H -2.3866 -0.1515 2.5674 0.08
H -3.3821 0.2821 1.2019 0.11
H -3.9971 -2.1044 1.9202 0.14
H -5.0079 -4.2586 1.8317 0.09
H -3.9424 -5.5948 1.3725 0.10
H -4.9977 -4.8712 0.1749 0.11
H -2.4162 -4.9791 -0.8016 0.15
H -0.9999 -4.1288 -2.5477 0.11
H 0.3519 -4.2965 -1.4452 0.08
H 0.0797 -2.7792 -2.3158 0.05
H 3.5475 -0.5900 -2.1119 0.09
H 2.8449 0.3046 -0.7699 0.01
H 3.6395 1.1612 -2.0859 0.10
H 2.7503 1.3133 -4.2603 0.14
C 1.2723 3.2319 4.4353 -0.28
S 0.6206 1.5495 4.5846 0.76
C 1.5058 0.8427 5.9965 -0.28
H 0.9330 3.7695 5.3193 0.08
H 0.8325 3.6759 3.5441 0.04
H 2.3575 3.2155 4.3757 0.07
H 2.5784 0.8706 5.8229 0.07
H 1.1513 -0.1776 6.1269 0.06
H 1.2298 1.4391 6.8655 0.08
```


Below is C26H33BF2N8O3Pb as an isolated structure in a non-equilibrium geometry, with properties calculated with wB97M-V/def2-TZVPD.

HOMO level: -0.4813 hartree
orbital gap: 0.28612 Eh
total charge: +2

Geometry as XYZ:
```
74
Properties=species:S:1:pos:R:3:lowdin_charge:R:1
Pb -0.0375 1.8574 0.9554 1.49
C 4.5495 1.9240 -0.7675 0.00
N 3.9333 3.2243 -0.5197 -0.12
C 4.8037 4.3956 -0.6228 -0.01
C 2.6509 3.3057 -0.1540 -0.38
N 1.7981 2.3184 -0.2674 0.06
N 2.2692 4.5355 0.3508 0.18
C 0.9988 5.0209 0.5931 -0.46
N 0.9341 6.3593 0.7068 0.20
N -0.0176 4.2357 0.7242 0.04
H 5.5964 1.9771 -0.4786 0.11
H 4.4841 1.6385 -1.8190 0.11
H 4.0754 1.1582 -0.1591 0.08
H 5.6833 4.1201 -1.1948 0.10
H 5.1324 4.7391 0.3620 0.11
H 4.3190 5.2104 -1.1628 0.10
H 2.1086 1.5507 -0.8623 0.06
H 3.0056 5.2166 0.4258 0.13
H 1.7289 6.9607 0.5736 0.13
H 0.0547 6.8152 0.8782 0.13
H -0.8822 4.7374 0.8893 0.08
C -0.4311 -4.3384 -1.6710 -0.05
O -1.7931 -4.4987 -1.3085 -0.06
C -2.2153 -4.3403 -0.0306 -0.22
C -3.3408 -5.0979 0.3055 0.02
C -3.9082 -5.0257 1.5590 -0.05
C -3.3655 -4.1843 2.5260 -0.06
C -2.2630 -3.4220 2.2078 -0.02
C -1.6808 -3.4832 0.9382 -0.18
N -0.5718 -2.6054 0.6749 0.15
C -0.7115 -1.2688 0.5341 -0.36
N -1.9907 -0.8476 0.3988 0.17
C -2.5438 0.3330 -0.1108 -0.19
C -2.0146 1.6079 -0.0805 -0.21
C -2.6834 2.7123 -0.5830 -0.13
C -3.9423 2.5336 -1.1274 -0.05
C -4.5166 1.2702 -1.1685 0.01
C -3.8352 0.1739 -0.6726 -0.21
O -4.2956 -1.0923 -0.6546 -0.08
C -5.5522 -1.3700 -1.2708 -0.03
N 0.3157 -0.4343 0.4825 0.00
C 1.6226 -1.0124 0.4891 -0.24
C 2.1426 -1.5731 1.6596 -0.04
C 3.3962 -2.1605 1.6783 -0.06
C 4.1534 -2.2056 0.5167 -0.05
C 3.6598 -1.6422 -0.6461 0.00
C 2.4069 -1.0390 -0.6709 -0.26
O 2.0757 -0.3947 -1.8447 -0.13
C 0.8873 -0.7572 -2.5587 -0.03
H -0.3366 -4.7860 -2.6570 0.11
H 0.2319 -4.8631 -0.9781 0.11
H -0.1431 -3.2899 -1.7316 0.05
H -3.7412 -5.7457 -0.4633 0.13
H -4.7703 -5.6365 1.7902 0.12
H -3.8064 -4.1243 3.5111 0.11
H -1.8356 -2.7462 2.9394 0.12
H 0.3623 -2.9539 0.8117 0.14
H -2.6651 -1.6070 0.4006 0.13
H -2.2361 3.6957 -0.5622 0.08
H -4.4873 3.3866 -1.5078 0.12
H -5.5025 1.1494 -1.5939 0.12
H -6.3614 -0.8312 -0.7759 0.10
H -5.7140 -2.4362 -1.1481 0.10
H -5.5281 -1.1215 -2.3324 0.11
H 1.5503 -1.5274 2.5665 0.12
H 3.7762 -2.5913 2.5948 0.12
H 5.1287 -2.6729 0.5160 0.12
H 4.2313 -1.6580 -1.5658 0.13
H 0.9768 -0.2915 -3.5369 0.10
H -0.0154 -0.3963 -2.0674 0.08
H 0.8325 -1.8381 -2.6891 0.08
F 1.2285 0.8200 3.8292 0.22
B 1.0601 1.8960 3.1118 -0.63
F 1.5707 3.0313 3.5151 0.21
```


Below is a 2-piece molecular cluster, C26H33Cl3NO11 overall in a non-equilibrium geometry, with properties calculated with wB97M-V/def2-TZVPD.

HOMO level: -0.2376 hartree
orbital gap: 0.27975 Eh
total charge: -1

Geometry as XYZ:
```
74
Properties=species:S:1:pos:R:3:lowdin_charge:R:1
C 0.6666 4.1182 1.6489 -0.11
C 0.9328 2.8691 2.5015 -0.31
C 1.7131 1.7702 1.7579 -0.56
Cl 3.3059 2.5532 1.4992 0.74
C 1.1489 1.1287 0.4713 -0.08
C -0.2405 1.0752 0.2064 -0.08
C -1.2611 1.5720 1.1990 -0.13
C -1.3753 0.6625 2.4378 -0.16
C -2.0013 -0.7109 2.1335 -0.13
C -1.3468 -1.8185 2.9582 -0.16
O -1.3751 -3.1061 2.3110 -0.02
C -0.1743 -3.5205 1.8158 -0.52
C 0.4603 -2.6239 0.7783 0.03
O 0.3127 -4.5531 2.1718 0.13
C -0.7536 0.5262 -0.9884 -0.11
C -2.2345 0.6092 -1.2700 -0.09
C -2.7461 2.0571 -1.5416 -0.07
C -1.6536 3.0549 -1.7602 -0.50
O -1.4302 3.9958 -1.0492 0.13
O -0.8853 2.8101 -2.8733 0.09
C 0.0875 -0.0752 -1.9229 -0.10
C -0.4217 -0.7376 -3.1793 -0.05
C -1.1787 -2.0362 -2.8913 -0.33
C -0.2888 -3.3328 -2.5566 0.02
O -1.0803 -2.9263 -3.8776 -0.05
C 1.4410 -0.0889 -1.6240 -0.04
C 1.9846 0.4978 -0.4776 -0.01
C 3.4887 0.2067 -0.5991 -0.35
O 4.4780 0.7527 -0.2238 0.07
N 3.6113 -0.8933 -1.5301 0.04
C 3.9626 -2.2291 -1.0618 -0.18
C 4.9344 -2.1823 0.1041 -0.70
C 4.2745 -1.9258 1.4638 -0.10
Cl 5.8370 -3.7385 0.1510 0.61
C 2.5214 -0.7550 -2.4072 -0.36
O 2.5312 -1.1074 -3.5546 0.14
H 1.4340 4.8703 1.8072 0.06
H 0.6425 3.8928 0.5831 0.06
H -0.2982 4.5597 1.8936 0.08
H 1.6011 3.1712 3.3062 0.09
H 0.0312 2.5072 2.9755 0.08
H 1.9098 0.9628 2.4656 0.10
H -2.2549 1.5831 0.7676 0.10
H -1.0856 2.5997 1.4850 0.09
H -2.0384 1.1954 3.1210 0.13
H -0.4018 0.5623 2.9183 0.09
H -3.0476 -0.6675 2.4253 0.13
H -1.9109 -0.9353 1.0737 0.10
H -1.9078 -1.9701 3.8784 0.13
H -0.3268 -1.5557 3.2437 0.12
H 1.1053 -3.2547 0.1720 0.08
H -0.2828 -2.1696 0.1296 0.07
H 1.0676 -1.8648 1.2716 0.08
H -2.7960 0.2645 -0.4061 0.11
H -2.5249 0.0041 -2.1149 0.10
H -3.3683 2.3979 -0.7307 0.08
H -3.3475 2.0324 -2.4502 0.14
H 0.0373 2.8937 -2.5994 0.12
H 0.3846 -1.0418 -3.8329 0.11
H -1.1470 -0.1041 -3.6913 0.14
H -2.0890 -1.9589 -2.2967 0.14
H 0.2849 -4.1366 -3.0118 0.11
H 0.6126 -2.6747 -2.4963 0.05
H 4.4379 -2.7703 -1.8782 0.11
H 3.0818 -2.8254 -0.7922 0.12
H 5.6973 -1.4356 -0.0857 0.09
H 4.1888 -2.8519 2.0234 0.07
H 3.2938 -1.4719 1.3209 0.05
H 4.8744 -1.2236 2.0385 0.08
O -6.8467 1.4139 -1.8876 -0.38
Cl -6.6336 1.9054 -0.5468 0.63
O -6.9806 3.3015 -0.4710 -0.37
O -5.2214 1.7511 -0.2199 -0.41
O -7.4206 1.1452 0.3904 -0.38
```